# 1
The molecule C3H6Cl2OSi at a distorted geometry, computed with ωB97M-V/def2-TZVPD.

CARTESIAN COORDINATES (ANGSTROEM)
1 C 1.21 0.21 -1.38
2 C 0.04 -0.56 -1.22
3 C -1.20 0.75 1.53
4 O 2.09 -0.88 1.30
5 Si -1.27 -0.33 0.07
6 Cl 2.76 -0.68 -0.08
7 Cl -2.94 -1.23 -0.35
8 H 1.96 -0.03 -2.12
9 H 1.14 1.27 -1.18
10 H -0.25 -1.35 -2.03
11 H -1.84 1.53 1.46
12 H -1.46 0.13 2.41
13 H -0.25 1.17 1.60

Summary:
HOMO energy (spin up / spin down) (hartree): -0.2867 / -0.2867
Kohn-Sham gap (spin up / spin down) (eV): 7.24 / 7.24
LUMO level (spin up / spin down) (eV): -0.5592 / -0.5586

***

# 2
The molecule C4H7NO at a distorted geometry, computed with ωB97M-V/def2-TZVPD.

CARTESIAN COORDINATES (ANGSTROEM)
1 C -1.22 -0.88 -1.04
2 C -0.47 -0.20 0.10
3 C 0.99 -0.63 0.26
4 N 0.58 0.70 -0.25
5 C 0.80 1.62 0.68
6 O -0.09 1.94 1.58
7 H -1.96 -1.68 -0.52
8 H -1.81 0.18 -1.60
9 H -0.44 -1.22 -1.88
10 H -0.99 0.03 1.11
11 H 1.20 -0.62 1.39
12 H 1.60 -1.31 -0.34
13 H 1.81 2.05 0.52

Summary:
HOMO energy (hartree): -0.3731
Kohn-Sham gap (eV): 10.99
LUMO level (eV): 0.8318

***

# 3
A cluster of 2 separate species, C3H4O3 in total, computed with ωB97M-V/def2-TZVPD.

CARTESIAN COORDINATES (ANGSTROEM)
1 O -0.99 3.14 0.45
2 C -1.29 2.21 -0.18
3 O -1.64 1.31 -0.83
4 C 0.09 -1.40 -0.02
5 C 1.13 -0.34 0.21
6 O 0.90 0.81 0.51
7 H -0.91 -0.99 0.14
8 H 0.18 -1.78 -1.05
9 H 0.28 -2.24 0.65
10 H 2.18 -0.68 0.08

Summary:
HOMO energy (hartree): -0.3747
Kohn-Sham gap (eV): 11.01
LUMO level (eV): 0.8102

***

# 4
A cluster of 2 separate species, C3H8NO2 in total at a distorted geometry, computed with ωB97M-V/def2-TZVPD.

CARTESIAN COORDINATES (ANGSTROEM)
1 O -1.07 0.29 0.54
2 C -1.49 1.29 1.05
3 O -1.67 2.42 0.38
4 H -1.75 1.39 2.12
5 H -2.54 2.77 0.58
6 C 1.98 -0.54 0.04
7 C 1.24 -2.22 -1.53
8 N 0.93 -1.42 -0.55
9 H 2.16 -0.81 1.07
10 H 1.52 0.45 0.12
11 H 2.76 -0.40 -0.69
12 H 1.84 -1.72 -2.28
13 H 1.16 -3.31 -1.48
14 H -0.02 -1.40 -0.15

Summary:
Total charge: +1
HOMO energy (hartree): -0.5465
Kohn-Sham gap (eV): 8.84
LUMO level (eV): -6.0265

***

# 5
A structure of composition C4H5O4 at a distorted geometry, computed with ωB97M-V/def2-TZVPD.

CARTESIAN COORDINATES (ANGSTROEM)
1 O -2.44 -0.54 1.17
2 C -2.10 0.10 0.10
3 O -2.76 1.00 -0.52
4 C -0.64 -0.19 -0.34
5 C 0.38 0.29 0.66
6 C 1.82 -0.06 0.06
7 O 2.77 0.80 0.08
8 O 1.72 -1.36 -0.43
9 H -0.43 -1.36 -0.54
10 H -0.57 0.36 -1.24
11 H 0.15 -0.13 1.56
12 H 0.34 1.38 0.53
13 H 1.75 -0.30 -1.08

Summary:
Total charge: -1
HOMO energy (hartree): -0.1545
Kohn-Sham gap (eV): 6.66
LUMO level (eV): 2.4516

***

# 6
A structure of composition C25H29N7O9S2Zn, computed with ωB97M-V/def2-TZVPD.

CARTESIAN COORDINATES (ANGSTROEM)
1 Zn 0.98 -1.64 -0.79
2 O 2.94 -4.02 -3.45
3 C 2.68 -2.88 -2.73
4 O 1.54 -2.95 -2.05
5 C 3.92 -2.56 -1.90
6 O 3.76 -1.27 -1.34
7 C 3.92 -0.31 -2.36
8 C 3.05 -0.56 -3.58
9 O 2.83 0.32 -4.38
10 O 2.56 -1.78 -3.76
11 H 2.07 -4.42 -3.63
12 H 4.82 -2.61 -2.53
13 H 4.01 -3.28 -1.10
14 H 4.96 -0.28 -2.70
15 H 3.66 0.67 -1.96
16 S -1.08 -1.19 0.20
17 C -0.24 -0.74 1.68
18 N -0.61 0.13 2.57
19 N -1.62 0.92 2.31
20 C -2.01 1.87 3.28
21 C -1.70 1.67 4.62
22 C -2.11 2.60 5.56
23 C -2.84 3.72 5.18
24 C -3.13 3.91 3.84
25 C -2.72 2.99 2.88
26 N 0.95 -1.35 2.08
27 N 1.60 -1.95 1.20
28 C 2.78 -2.60 1.66
29 C 3.06 -3.85 1.12
30 C 4.19 -4.53 1.55
31 C 5.03 -3.96 2.49
32 C 4.74 -2.71 3.02
33 C 3.61 -2.02 2.61
34 H -1.94 1.04 1.35
35 H -1.15 0.79 4.92
36 H -1.87 2.44 6.60
37 H -3.16 4.44 5.92
38 H -3.68 4.79 3.52
39 H -2.92 3.16 1.83
40 H 2.39 -4.27 0.38
41 H 4.41 -5.51 1.14
42 H 5.92 -4.49 2.81
43 H 5.40 -2.26 3.75
44 H 3.36 -1.05 3.01
45 C -5.33 0.75 0.87
46 C -4.62 0.37 -0.42
47 S -3.79 1.77 -1.10
48 O -4.74 2.79 -1.45
49 O -2.69 2.12 -0.22
50 C -3.06 1.15 -2.61
51 C -1.89 2.02 -3.06
52 N -0.64 1.64 -2.39
53 C -0.02 0.46 -2.58
54 N 0.97 0.29 -1.71
55 C 0.99 1.41 -0.92
56 C 0.00 2.24 -1.32
57 N -0.29 3.55 -0.81
58 O 0.18 3.81 0.28
59 O -0.95 4.31 -1.49
60 C -0.44 -0.55 -3.58
61 H -5.83 -0.13 1.28
62 H -6.07 1.53 0.69
63 H -4.62 1.11 1.62
64 H -5.32 0.03 -1.19
65 H -3.85 -0.39 -0.26
66 H -3.85 1.16 -3.36
67 H -2.75 0.13 -2.42
68 H -2.07 3.07 -2.88
69 H -1.73 1.88 -4.13
70 H 1.69 1.56 -0.12
71 H -0.86 -0.09 -4.47
72 H -1.19 -1.23 -3.16
73 H 0.42 -1.15 -3.87

Summary:
HOMO energy (hartree): -0.2777
Kohn-Sham gap (eV): 6.86
LUMO level (eV): -0.6951

***

Number 1 is which compound?
C3H6Cl2OSi

***

Please write out number 4 again, unchanged.
A cluster of 2 separate species, C3H8NO2 in total at a distorted geometry, computed with ωB97M-V/def2-TZVPD.

CARTESIAN COORDINATES (ANGSTROEM)
1 O -1.07 0.29 0.54
2 C -1.49 1.29 1.05
3 O -1.67 2.42 0.38
4 H -1.75 1.39 2.12
5 H -2.54 2.77 0.58
6 C 1.98 -0.54 0.04
7 C 1.24 -2.22 -1.53
8 N 0.93 -1.42 -0.55
9 H 2.16 -0.81 1.07
10 H 1.52 0.45 0.12
11 H 2.76 -0.40 -0.69
12 H 1.84 -1.72 -2.28
13 H 1.16 -3.31 -1.48
14 H -0.02 -1.40 -0.15

Summary:
Total charge: +1
HOMO energy (hartree): -0.5465
Kohn-Sham gap (eV): 8.84
LUMO level (eV): -6.0265

***

Please write out number 6 again, unchanged.
A structure of composition C25H29N7O9S2Zn, computed with ωB97M-V/def2-TZVPD.

CARTESIAN COORDINATES (ANGSTROEM)
1 Zn 0.98 -1.64 -0.79
2 O 2.94 -4.02 -3.45
3 C 2.68 -2.88 -2.73
4 O 1.54 -2.95 -2.05
5 C 3.92 -2.56 -1.90
6 O 3.76 -1.27 -1.34
7 C 3.92 -0.31 -2.36
8 C 3.05 -0.56 -3.58
9 O 2.83 0.32 -4.38
10 O 2.56 -1.78 -3.76
11 H 2.07 -4.42 -3.63
12 H 4.82 -2.61 -2.53
13 H 4.01 -3.28 -1.10
14 H 4.96 -0.28 -2.70
15 H 3.66 0.67 -1.96
16 S -1.08 -1.19 0.20
17 C -0.24 -0.74 1.68
18 N -0.61 0.13 2.57
19 N -1.62 0.92 2.31
20 C -2.01 1.87 3.28
21 C -1.70 1.67 4.62
22 C -2.11 2.60 5.56
23 C -2.84 3.72 5.18
24 C -3.13 3.91 3.84
25 C -2.72 2.99 2.88
26 N 0.95 -1.35 2.08
27 N 1.60 -1.95 1.20
28 C 2.78 -2.60 1.66
29 C 3.06 -3.85 1.12
30 C 4.19 -4.53 1.55
31 C 5.03 -3.96 2.49
32 C 4.74 -2.71 3.02
33 C 3.61 -2.02 2.61
34 H -1.94 1.04 1.35
35 H -1.15 0.79 4.92
36 H -1.87 2.44 6.60
37 H -3.16 4.44 5.92
38 H -3.68 4.79 3.52
39 H -2.92 3.16 1.83
40 H 2.39 -4.27 0.38
41 H 4.41 -5.51 1.14
42 H 5.92 -4.49 2.81
43 H 5.40 -2.26 3.75
44 H 3.36 -1.05 3.01
45 C -5.33 0.75 0.87
46 C -4.62 0.37 -0.42
47 S -3.79 1.77 -1.10
48 O -4.74 2.79 -1.45
49 O -2.69 2.12 -0.22
50 C -3.06 1.15 -2.61
51 C -1.89 2.02 -3.06
52 N -0.64 1.64 -2.39
53 C -0.02 0.46 -2.58
54 N 0.97 0.29 -1.71
55 C 0.99 1.41 -0.92
56 C 0.00 2.24 -1.32
57 N -0.29 3.55 -0.81
58 O 0.18 3.81 0.28
59 O -0.95 4.31 -1.49
60 C -0.44 -0.55 -3.58
61 H -5.83 -0.13 1.28
62 H -6.07 1.53 0.69
63 H -4.62 1.11 1.62
64 H -5.32 0.03 -1.19
65 H -3.85 -0.39 -0.26
66 H -3.85 1.16 -3.36
67 H -2.75 0.13 -2.42
68 H -2.07 3.07 -2.88
69 H -1.73 1.88 -4.13
70 H 1.69 1.56 -0.12
71 H -0.86 -0.09 -4.47
72 H -1.19 -1.23 -3.16
73 H 0.42 -1.15 -3.87

Summary:
HOMO energy (hartree): -0.2777
Kohn-Sham gap (eV): 6.86
LUMO level (eV): -0.6951